No. 1
{"formula": "C12H24BN4Tl", "method": "wB97M-V/def2-TZVPD", "species": ["H", "H", "H", "N", "C", "C", "B", "H", "H", "H", "N", "N", "H", "H", "H", "C", "H", "C", "H", "H", "H", "C", "H", "H", "H", "C", "H", "H", "H", "Tl", "C", "H", "H", "H", "C", "H", "C", "C", "H", "C", "N", "C"], "positions_angstrom": [[0.36570, 5.24022, 0.63707], [0.18801, 3.54190, -1.23688], [1.82777, 1.83898, -1.23928], [-0.54520, 3.42673, 1.29908], [-3.88445, -0.21318, -0.94578], [-1.37096, -1.43609, -0.62957], [1.47855, -1.16617, 4.72499], [2.49726, -2.85512, -0.89958], [-3.01325, 1.50763, -0.01837], [1.56769, -2.28834, 4.28354], [1.17911, 0.42447, 2.56588], [1.56532, 2.24184, -0.34582], [1.78571, 4.26380, -1.01223], [1.84279, -0.68199, -1.77949], [-1.38419, 3.67313, 0.78049], [-1.61252, -0.12549, -0.22172], [-0.03337, -2.84058, -2.41888], [-3.68474, -1.51873, -1.36151], [2.30081, -3.47422, -2.55482], [-0.71133, 3.68065, 2.26996], [2.43647, -0.92579, 5.40990], [1.80483, -3.31539, -1.60078], [-4.85158, 0.25859, -1.05621], [0.21799, -0.44336, -2.48369], [-0.25581, -3.15675, -0.04160], [-2.84161, 0.49611, -0.35813], [1.46322, -4.26736, -1.20269], [1.42394, 4.11195, 1.49226], [-4.50135, -2.07816, -1.79695], [-0.13724, 0.99527, 1.03873], [1.31351, -0.26888, 3.50537], [1.47291, -1.30835, -3.40018], [2.41684, 2.29215, 0.21105], [-2.30837, -3.15019, -1.51842], [1.04170, 3.60840, -0.55914], [0.51813, -0.83215, 5.39109], [0.61001, 4.18623, 0.76982], [-2.44417, -2.11797, -1.20959], [0.62419, -1.63687, 0.17957], [1.06860, -1.11652, -2.40964], [0.63751, -2.39720, -1.78763], [-0.06845, -2.17322, -0.47021]], "gap_ev": 7.463, "total_energy_ha": -887.36145, "max_force_ev_per_a": 1.582, "total_charge": 2, "relative_energy_kj_mol": 0.00}

***

No. 2
{"formula": "CH3BrCl2OSi", "method": "wB97M-V/def2-TZVPD", "species": ["Cl", "Cl", "O", "H", "H", "Si", "C", "H", "Br"], "positions_angstrom": [[-2.45622, -0.79076, -1.61468], [-3.45199, 2.14070, -0.46086], [0.54891, -1.25294, -0.57044], [1.72692, -0.11712, 0.44986], [-2.81490, -0.14650, 1.26505], [-3.30344, 0.24128, -0.03737], [1.63704, -0.83540, -0.27268], [2.56147, -0.99834, -0.69416], [-5.26448, -0.50436, 0.50323]], "gap_ev": 11.068, "smiles": "Cl[SiH](Cl)Br.C=O", "total_energy_ha": -3899.12027, "max_force_ev_per_a": 3.402, "total_charge": 0, "relative_energy_kj_mol": 234.08}

***

No. 3
{"formula": "C3H3IO2", "method": "wB97M-V/def2-TZVPD", "species": ["O", "I", "C", "C", "H", "H", "C", "H", "O"], "positions_angstrom": [[-0.63253, -2.17424, 0.29328], [3.17495, 0.84924, -0.41437], [-0.68327, -0.12765, -0.57947], [1.40872, 0.92136, 0.59527], [-0.43223, 0.90537, 1.50470], [-1.50689, 0.53242, -0.60895], [0.16498, 0.64594, 0.63624], [-0.10490, -0.41493, -1.44911], [-1.38882, -1.13753, 0.02242]], "gap_ev": [7.468, 8.981], "total_energy_ha": -564.01123, "max_force_ev_per_a": 3.928, "total_charge": 0, "relative_energy_kj_mol": 676.30}

***

No. 4
{"formula": "C38H53BrNP3V", "method": "wB97M-V/def2-TZVPD", "species": ["H", "H", "H", "V", "C", "P", "C", "C", "H", "C", "H", "H", "H", "C", "H", "H", "C", "C", "C", "H", "H", "H", "H", "N", "H", "P", "C", "H", "H", "H", "C", "C", "C", "Br", "C", "H", "H", "H", "H", "H", "C", "H", "C", "C", "H", "C", "H", "H", "H", "C", "C", "H", "C", "H", "H", "H", "H", "C", "C", "C", "C", "H", "H", "C", "C", "H", "H", "C", "H", "H", "H", "H", "C", "H", "C", "C", "H", "C", "C", "C", "H", "C", "H", "C", "H", "H", "H", "P", "H", "C", "H", "C", "H", "H", "H", "C", "H"], "positions_angstrom": [[0.43807, 2.69950, 2.04133], [5.97312, 3.58639, -0.86345], [-3.69853, -0.98213, 1.61199], [1.32394, -0.51982, -0.27494], [-0.80064, -0.04487, -2.86343], [1.35544, 1.79589, -0.07103], [1.62234, -0.84491, -4.03212], [-2.18874, -4.50285, 4.17230], [-2.52184, -2.56942, 4.83005], [1.41927, -1.50539, 4.26566], [1.85472, -3.91308, -1.89004], [5.40435, 5.85738, 0.01421], [-1.70113, -4.91503, 5.06823], [2.11793, -1.21477, 3.07008], [-2.53547, 0.17361, -4.13665], [2.51352, -1.49142, -3.98155], [2.38539, 4.33909, 0.44583], [3.27802, -0.60452, 0.09006], [1.32238, -3.27947, 2.15314], [-4.27258, 0.06203, 3.78172], [-1.46179, -0.07216, -1.98435], [3.13963, 6.28699, 0.98113], [2.42409, 0.65770, -5.37688], [6.06255, -0.59926, -3.18349], [-1.85699, -5.12709, 3.33242], [-1.70324, -1.90938, 2.52769], [0.05911, 2.77683, -0.93211], [-0.76182, -3.40651, 0.88777], [-4.08044, -1.47555, 4.64301], [-1.87290, -2.24640, 0.14847], [4.64662, 5.07157, 0.00121], [-2.04050, 3.87291, -2.41577], [0.59526, -3.48999, 3.31458], [-1.03998, -0.28730, 4.39679], [4.26180, -1.68465, -1.99080], [-0.48763, -2.70136, 4.98460], [-2.86446, 4.24715, -3.02069], [1.23937, 1.32205, -4.21888], [1.36496, 3.72792, -2.40069], [1.00005, -1.23241, -4.85849], [0.33428, 3.53716, -2.08817], [-2.55576, -4.78769, 0.18403], [5.11591, -1.53414, -3.10195], [-3.53339, -1.59093, 2.50970], [1.26910, -4.00877, 1.32862], [-0.71707, 4.08668, -2.81909], [-1.92262, -1.48450, -4.10077], [-3.33549, 3.01043, -0.90469], [-5.39786, -1.27454, 3.47795], [3.96100, 2.83735, -0.61096], [1.13190, -3.83651, -2.71854], [5.00766, -2.21140, -3.95360], [2.50879, -1.82512, 0.53060], [2.89292, 0.90930, -3.68054], [1.69596, -3.61349, -3.63460], [1.37245, 4.53664, 0.80444], [-3.92140, -2.59887, 2.30176], [0.92809, 1.76848, 1.71261], [2.68069, 3.07998, -0.09317], [5.52070, 0.08119, -0.95413], [-1.83091, -3.04782, 4.12476], [2.75564, -2.79144, 0.06171], [0.28481, 0.90758, 1.97162], [-1.26352, 2.60499, -0.51234], [2.06211, 0.59558, -4.33569], [-0.77916, -2.89761, -3.14740], [-3.26237, -4.68679, 4.34493], [1.99510, -2.04568, 1.93620], [4.16494, 1.87571, -1.08071], [3.62412, 0.11267, 0.85864], [7.10737, 0.89002, -2.17404], [0.69107, -4.83725, -2.83772], [-2.31019, 3.15504, -1.24419], [-3.00062, -4.53612, 1.89345], [-1.76381, -2.96346, 0.98682], [0.40771, -2.50803, 4.30174], [-0.51122, 4.67986, -3.71541], [3.36918, 5.32803, 0.51915], [-1.61449, -0.43095, -4.11111], [-4.34065, -1.03061, 3.67955], [1.65098, -0.94924, 5.15983], [6.29490, 0.17102, -2.11714], [2.74231, -0.33119, 3.01127], [4.95531, 3.81467, -0.52465], [5.75369, 0.71585, -0.11061], [1.86416, 1.68272, 2.29368], [-1.47322, 2.03444, 0.39698], [0.68433, -1.04267, -2.43999], [0.12922, -4.46650, 3.45346], [-2.85435, -4.03422, 0.92713], [3.49548, -2.47011, -1.99947], [4.36068, -0.74316, -0.96146], [-0.38633, -2.98249, -1.43642], [-0.45610, 0.99899, -2.94769], [-3.81600, -3.60887, 0.60741], [0.04650, -2.79851, -2.43341], [-1.08070, -0.23823, -5.05333]], "gap_ev": [4.685, 4.849], "total_energy_ha": -6074.75145, "max_force_ev_per_a": 4.860, "total_charge": 4, "multiplicity": 2, "relative_energy_kj_mol": 364.90}

***

No. 5
{"formula": "C4H12", "method": "wB97M-V/def2-TZVPD", "species": ["H", "H", "H", "H", "H", "H", "C", "H", "H", "H", "C", "H", "C", "H", "H", "C"], "positions_angstrom": [[-0.74253, -0.04859, -1.52394], [0.71518, -0.67917, -2.24952], [1.16493, 1.74919, 2.95598], [0.00440, 0.82145, 0.31022], [-0.09929, 0.08800, 1.92366], [0.79283, 3.03138, 1.70486], [0.99081, 1.98115, 1.90605], [-0.34848, -3.03993, -1.45148], [1.92187, 1.77431, 1.37290], [-1.81641, -2.10164, -1.30356], [-0.84132, -2.13075, -1.79598], [-1.10759, 1.33598, 1.63137], [-0.08468, 1.03653, 1.36836], [0.48701, -0.85996, -0.50948], [-1.01928, -2.09119, -2.87263], [-0.01747, -0.86677, -1.46680]], "gap_ev": [2.718, 12.120], "total_energy_ha": -159.51493, "max_force_ev_per_a": 1.099, "total_charge": -1, "multiplicity": 2, "relative_energy_kj_mol": 39.96}

***

No. 6
{"formula": "C22H37BF13NO8P", "method": "wB97M-V/def2-TZVPD", "species": ["H", "O", "H", "F", "F", "C", "H", "H", "H", "H", "H", "C", "F", "H", "O", "C", "H", "H", "C", "H", "H", "C", "H", "C", "H", "C", "H", "H", "O", "H", "C", "H", "H", "C", "H", "H", "C", "O", "H", "C", "N", "H", "O", "H", "F", "F", "H", "C", "O", "H", "C", "C", "F", "C", "O", "C", "H", "F", "C", "H", "H", "C", "H", "C", "H", "F", "H", "F", "H", "H", "C", "F", "H", "B", "P", "F", "H", "C", "C", "F", "H", "O", "F"], "positions_angstrom": [[-9.79428, 2.86563, 1.32411], [0.42423, -1.89919, -0.87838], [3.12721, -2.38543, -0.92910], [4.85780, 4.45330, 1.99638], [4.77848, 2.27574, 1.84187], [-7.68670, 0.09797, -0.46603], [7.46586, -5.99281, 0.99191], [-4.80691, 4.28282, -1.24781], [4.39130, -6.14958, 2.92761], [0.38914, 1.69837, 0.11653], [-7.57971, 2.59894, 1.94391], [-1.45300, 0.36230, -1.44313], [6.20605, -8.35009, -1.84533], [4.21852, 3.81873, -0.28032], [-4.96336, 2.46944, 1.80596], [0.06328, 0.58458, -1.61353], [0.27726, 0.75770, -2.67226], [2.33223, 1.67585, 0.76885], [4.24793, -5.49243, 2.06666], [-0.12114, -2.28138, -1.57106], [4.16676, -1.04378, -0.50436], [2.98967, 3.36539, 2.93970], [-1.98162, 0.69342, -2.34596], [2.79418, 2.21001, -0.06778], [-0.61694, 4.06699, -2.73621], [-6.28793, 0.27031, 0.12695], [6.31133, -7.23494, 1.41893], [2.66708, 4.34022, 0.40283], [2.30772, -0.45678, -1.06972], [-2.04700, 2.93618, 0.42732], [-0.62442, 2.91944, -1.16765], [1.72650, 3.42874, -1.50621], [2.06084, -2.38907, 1.18122], [-3.21383, 2.84539, -1.37070], [-9.11015, 3.03210, -0.28554], [3.59886, 1.55480, -0.39796], [-4.22705, 3.67325, -0.54722], [-5.58612, 1.38408, -0.46532], [-7.87814, -0.96375, -0.63062], [-7.73205, 3.47969, 1.32306], [0.42116, 1.85814, -0.89126], [-3.69424, 1.91057, -1.66302], [-6.74158, 3.54069, 0.26114], [-3.74238, 4.37296, 0.13483], [4.75920, -8.10275, -0.24986], [3.74840, -7.57847, -2.70607], [3.69882, -1.89437, 1.61973], [-9.13060, 3.47751, 0.70867], [-1.91770, 1.05806, -0.30805], [5.25925, -6.29302, -2.97100], [5.49959, -7.43611, -1.14858], [4.03173, 3.40551, 1.77069], [6.33504, -4.60120, 2.37421], [1.79655, 2.37922, -1.22940], [6.39663, -6.58691, -0.56044], [-1.97073, 2.45829, -0.55236], [-5.68396, -0.61634, -0.07235], [1.81818, 3.88752, 2.54233], [5.58644, -5.17234, 1.38837], [-9.55720, 4.47778, 0.65957], [-2.99060, 3.37644, -2.29381], [4.62932, -6.70313, -2.17989], [-8.45388, 0.47541, 0.21155], [6.44163, -6.32550, 0.83193], [-0.27770, 3.81378, -0.64267], [3.93601, -5.69937, -1.60036], [-7.76895, 0.61026, -1.42407], [3.40136, 4.03700, 3.99278], [-7.59304, 4.37460, 1.92784], [-1.69165, -0.68656, -1.28595], [2.80737, -1.59896, 1.07123], [2.75129, 2.10493, 3.29909], [-6.33488, 0.37034, 1.21190], [0.97612, -0.67059, -1.16196], [-5.39742, 2.70020, 0.41015], [5.39111, -4.23472, 0.43044], [2.16072, 1.83228, -2.09463], [3.14900, -1.42846, -0.40721], [3.40661, 3.54215, 0.39608], [3.71163, -4.31973, 2.48706], [2.37046, -0.68846, 1.48416], [-0.60258, 3.12490, -2.54641], [3.37357, -6.05368, 1.21395]], "gap_ev": 9.877, "total_energy_ha": -3181.59282, "max_force_ev_per_a": 1.074, "total_charge": 1, "relative_energy_kj_mol": 0.00}

***

No. 7
{"formula": "C19H24NO", "method": "wB97M-V/def2-TZVPD", "species": ["H", "H", "C", "H", "H", "H", "H", "C", "C", "H", "C", "O", "C", "C", "H", "C", "C", "H", "H", "C", "C", "H", "C", "H", "C", "C", "C", "H", "H", "H", "H", "H", "H", "C", "H", "H", "C", "C", "H", "H", "C", "H", "H", "N", "C"], "positions_angstrom": [[1.22407, -1.55459, 3.89710], [-5.37071, -3.29751, 0.17376], [-4.54367, -2.64659, -0.11207], [-0.52887, 0.48994, 2.50251], [1.65718, 0.67661, -6.60924], [0.50127, 1.79920, -1.32669], [-4.44411, -1.63868, 1.80073], [-2.92042, -1.92278, -1.77265], [0.05238, -0.06891, -4.68226], [1.69261, -0.81974, 2.31093], [1.74446, -0.71634, 3.41547], [3.81857, 0.51061, 3.33382], [-1.36260, -0.00406, -1.16449], [-2.39832, -0.93281, -0.88758], [-0.74221, -0.39083, 4.04264], [1.01961, 0.93749, -4.58049], [1.16348, 1.60368, -3.35634], [1.72340, 2.35899, -6.03182], [-0.76146, 1.39951, 4.02560], [-2.98638, -0.87099, 0.42007], [1.88136, 1.31043, -5.74512], [-0.06142, -0.59454, -5.63228], [3.20209, -0.67089, 3.84270], [3.75923, -1.49539, 3.37869], [0.37741, 1.27328, -2.27345], [-4.02444, -1.70841, 0.79519], [-3.98367, -2.73892, -1.39219], [1.91373, 2.39293, -3.27814], [-1.51783, -1.16396, -3.75828], [3.24248, -0.71349, 4.94672], [-2.49177, -2.05760, -2.75753], [1.23101, 2.58680, 3.90210], [2.94596, 1.20211, -5.49757], [3.20528, 1.69334, 3.84459], [3.76868, 2.51557, 3.38309], [-2.59752, -0.12872, 1.11965], [1.74574, 1.74539, 3.41839], [-0.62214, 0.24404, -2.34622], [3.24675, 1.73341, 4.94980], [1.69515, 1.85320, 2.31405], [-0.30980, 0.50531, 3.58671], [-1.11096, 0.65698, -0.33380], [-4.37575, -3.46283, -2.11028], [1.10472, 0.51390, 3.85520], [-0.76258, -0.40413, -3.61103]], "gap_ev": 4.855, "total_energy_ha": -868.09572, "max_force_ev_per_a": 1.107, "total_charge": 1, "relative_energy_kj_mol": 184.05}

***

No. 8
{"formula": "C5H10O4", "method": "wB97M-V/def2-TZVPD", "species": ["H", "C", "C", "H", "O", "C", "H", "O", "H", "H", "H", "O", "H", "O", "H", "H", "C", "H", "C"], "positions_angstrom": [[6.58155, -1.08846, 1.04758], [-4.29778, 0.64382, -0.32221], [4.14778, 0.81242, 0.00140], [-2.67407, 0.06598, 0.95389], [5.38478, 0.65074, 2.13667], [-2.99650, -0.10644, -0.07509], [4.06724, 2.28206, -1.22238], [3.11562, 0.29352, -0.31221], [-2.16935, 0.27388, -0.73691], [-3.92265, -2.00654, 0.36908], [-4.18260, 1.71089, -0.14561], [4.66309, 1.90262, -0.55223], [-3.51148, -1.80555, -1.31620], [5.82006, -0.81847, 0.50633], [-2.23678, -2.13538, -0.12030], [-5.07923, 0.28942, 0.34866], [-3.16696, -1.60271, -0.30335], [-4.66689, 0.47656, -1.33257], [5.12417, 0.16162, 1.07543]], "gap_ev": 11.229, "smiles": "O=C(O)C(=O)O.CCC", "total_energy_ha": -497.48374, "max_force_ev_per_a": 2.250, "total_charge": 0, "relative_energy_kj_mol": 64.65}